# C28H54N6O32S3

A 13-piece molecular cluster, C28H54N6O32S3 overall (wB97M-V/def2-TZVPD, OMol25).

Total energy   -136856.1822 eV

CARTESIAN COORDINATES (ANGSTROEM)
1 S 0.6995 -1.7466 0.5926
2 S -2.4750 -0.5323 4.8551
3 S 6.4430 2.6875 -1.5862
4 O 2.4942 3.6224 1.1468
5 O -1.8324 5.4483 1.8482
6 O -4.3988 3.5936 -2.6798
7 O -1.4761 0.4499 5.3840
8 O 1.2814 1.8533 1.7239
9 O 0.1533 0.8242 -4.2022
10 O -3.8812 -0.4415 5.3135
11 O 4.8749 2.2524 -1.8546
12 O 2.2447 0.8350 -4.5788
13 O -1.0974 3.3125 -3.6254
14 O -1.9899 -2.1156 4.9754
15 O 2.9243 -1.9660 6.5790
16 O 0.1226 3.8517 -1.7758
17 O 0.4629 -2.8894 -0.3297
18 O -1.1746 -6.1512 2.0357
19 O 1.8462 -0.7056 -0.0896
20 O -0.3743 -0.5730 0.5010
21 O 0.9503 -2.0336 1.9847
22 O -2.4020 -0.5974 3.2125
23 O 6.7488 2.4121 -0.1974
24 O 0.3889 -5.3269 3.4375
25 O 6.7740 3.9565 -2.2457
26 O 3.3124 1.6825 4.6217
27 O 2.0825 -3.4856 7.7472
28 O -3.0217 -1.6976 -0.7398
29 O 2.0102 2.1984 6.3032
30 O -4.5720 -3.0853 -1.2772
31 O 1.5839 -4.5836 -3.1041
32 O 6.8741 1.3832 -2.4785
33 O 1.0875 -2.6790 -3.9917
34 O -1.4930 3.2342 1.8743
35 O -3.9315 2.5888 -0.7071
36 N 2.1364 -2.8472 6.7050
37 N 1.0972 0.9790 -4.9807
38 N 2.3358 2.4377 1.4816
39 N 2.3085 1.4821 5.3215
40 N -3.5098 -2.5450 -1.4746
41 N 1.7087 -3.7023 -3.9349
42 C 1.4257 0.3994 4.9195
43 C 0.1236 -5.8110 2.3148
44 C -0.7830 4.1310 -2.7109
45 C 2.7709 -3.9133 -4.9295
46 C -0.2010 0.2647 -0.6161
47 C -3.9273 1.8522 -4.2020
48 C -3.4021 2.4881 3.1215
49 C -2.7335 -2.7938 -2.7401
50 C -2.7783 -1.8662 2.7043
51 C -1.3019 5.5254 -2.4428
52 C -3.9161 1.2785 -2.7264
53 C -2.5376 -2.8325 3.9174
54 C 0.0931 -7.0495 0.3666
55 C 3.5804 1.5957 1.6341
56 C 1.2053 -3.1305 5.5516
57 C 4.7367 0.8106 -2.2380
58 C 1.2837 0.0991 -1.0876
59 C 1.0213 -6.1660 1.1948
60 C -1.2874 -6.4635 0.6810
61 C 0.5034 4.9099 -0.9412
62 C 6.1695 0.2191 -2.1954
63 C -4.3325 3.3226 -4.0568
64 C -0.2506 6.1155 -1.4902
65 C -2.1694 2.0236 2.2776
66 C -2.2268 4.3127 2.1026
67 C 0.8373 0.9982 -6.4194
68 C -3.6395 3.9125 2.6967
69 C -4.0770 2.5457 -1.9070
70 H -4.7604 0.6027 -2.5903
71 H -2.9905 -2.0883 -3.5303
72 H -0.3883 1.3275 -0.4627
73 H 0.3903 -6.8372 -0.6604
74 H -3.8998 4.5585 3.5352
75 H -2.1027 -7.1721 0.5345
76 H 1.0771 -4.2073 5.6623
77 H -2.2439 5.3652 -1.9183
78 H 4.2497 0.6370 -3.1976
79 H 1.8961 -0.2975 4.2260
80 H -2.3543 1.2966 1.4868
81 H -5.3073 3.4096 -4.5368
82 H -3.4162 -3.3842 4.2515
83 H -0.7548 6.6939 -0.7160
84 H -1.5798 6.0885 -3.3337
85 H -1.7816 -3.5598 3.6212
86 H 1.8022 1.0541 -1.1719
87 H 0.4046 6.8493 -1.9597
88 H -2.9492 0.8078 -2.5481
89 H -2.9321 1.9156 -4.6421
90 H -0.8862 -0.1866 -1.3336
91 H 1.5820 5.0567 -0.8857
92 H -2.1245 -2.1767 1.8894
93 H 1.3938 -0.4876 -1.9996
94 H 3.4465 -3.0823 -4.7271
95 H 4.0849 1.6375 0.6687
96 H 2.4517 -3.7246 -5.9544
97 H 0.2336 -2.6669 5.7221
98 H 0.5559 -0.0163 -6.7016
99 H -4.5907 1.3915 -4.9339
100 H 1.5695 -2.9758 4.5359
101 H 0.2441 -8.1138 0.5468
102 H 4.3459 2.0137 2.2879
103 H -1.6878 -2.5586 -2.5419
104 H 1.1400 -0.1530 5.8147
105 H 0.0280 1.7067 -6.5953
106 H -4.3196 4.1046 1.8669
107 H -3.2430 2.4430 4.1989
108 H 6.4140 -0.4086 -3.0523
109 H -3.6309 3.9513 -4.6049
110 H 3.2427 -4.8819 -4.7635
111 H -4.1968 1.7718 2.9128
112 H 6.4028 -0.3097 -1.2712
113 H -2.9304 -3.8344 -2.9981
114 H -1.4049 1.4460 2.7972
115 H 3.5101 0.5201 1.7960
116 H -1.5031 -5.6171 0.0289
117 H -3.8296 -1.8690 2.4163
118 H 1.3651 -5.2268 0.7614
119 H 0.0953 4.7092 0.0494
120 H 1.9817 -6.5494 1.5394
121 H 0.7022 1.0240 4.3955
122 H 4.0057 0.4415 -1.5186
123 H 1.6892 1.4027 -6.9660

=====

# C34H48N3PZn

C34H48N3PZn as an isolated structure (wB97M-V/def2-TZVPD, OMol25).

Net charge   -2
Total energy   -98207.0614 eV

CARTESIAN COORDINATES (ANGSTROEM)
1 Zn -1.3108 -0.6471 -0.3912
2 P -3.2269 -0.5813 0.9021
3 N 0.0141 -3.3852 4.0156
4 N -0.5179 -1.1588 -3.4438
5 N -1.0442 -2.8567 -2.1391
6 C 2.9669 0.1786 1.9759
7 C -5.1879 -2.6236 0.2845
8 C 0.8892 1.6381 1.6250
9 C 0.2143 -1.5444 2.5238
10 C 0.8829 2.7160 -1.9495
11 C 0.5769 0.4590 -4.8945
12 C 2.2375 1.3631 -0.2159
13 C 1.8704 -0.2960 -4.8681
14 C 0.4230 1.5457 -5.7651
15 C -0.8729 3.5221 -6.6675
16 C -1.6567 0.9313 -3.9952
17 C -0.5818 -3.3653 -3.3221
18 C -4.3147 -1.5046 -0.2780
19 C -1.4375 -5.2150 3.4414
20 C -2.6825 -0.9709 3.6973
21 C -0.9918 3.0706 0.5904
22 C -0.5966 -4.5083 4.3365
23 C -4.2445 1.5994 2.5293
24 C -0.2599 -2.3315 -4.1539
25 C -1.5555 -4.7621 2.1177
26 C -3.4581 -1.4800 2.4854
27 C -0.5116 0.1173 -4.0614
28 C -1.7366 2.0476 -4.8323
29 C 1.1182 2.1483 -0.6044
30 C -4.1913 0.9828 1.1323
31 C 3.3592 0.9508 -1.0841
32 C -2.8130 0.6216 -3.0988
33 C -0.8354 -3.6435 1.7270
34 C -0.9658 -1.5298 -2.1645
35 C -0.7227 2.3493 -5.7410
36 C 0.2809 2.3209 0.5311
37 C 2.0895 1.0407 1.1614
38 C -0.1080 -2.8963 2.7347
39 C 0.3566 1.4843 2.9885
40 H -0.8264 -3.2555 0.7045
41 H -0.4447 -4.9002 5.3490
42 H -3.0226 0.0046 4.0550
43 H 0.3337 0.4104 3.2625
44 H 3.7666 -0.2403 1.3580
45 H -1.4089 4.3358 -6.1637
46 H 1.3670 3.7006 -2.0560
47 H 0.7152 -1.3519 1.5525
48 H -5.8795 -2.2611 1.0535
49 H 0.1096 3.8863 -6.9868
50 H -3.6828 1.1969 -3.4429
51 H -1.9683 -6.0899 3.8042
52 H -0.5201 -4.4185 -3.5250
53 H 4.1634 1.7030 -1.0983
54 H 2.3849 -0.6409 2.4198
55 H 3.4353 0.7365 2.7990
56 H 0.9808 2.0129 3.7274
57 H 1.2830 2.0626 -2.7350
58 H -2.2049 -5.2687 1.3973
59 H -3.6401 -1.9125 -1.0479
60 H 3.0273 0.8096 -2.1205
61 H 2.2185 -0.5324 -3.8522
62 H -1.3942 3.2593 -0.4120
63 H 1.2220 1.7717 -6.4778
64 H -3.2498 1.8696 2.9066
65 H -3.0978 -0.4365 -3.0969
66 H -5.7910 -3.0343 -0.5340
67 H -4.8367 2.5237 2.5005
68 H -2.7995 -1.6876 4.5213
69 H 0.1012 -2.3445 -5.1668
70 H 2.6491 0.3194 -5.3414
71 H -0.1884 2.8477 -2.1457
72 H -1.6038 -0.9247 3.4862
73 H -2.6360 2.6655 -4.7875
74 H -0.8516 4.0511 1.0732
75 H -5.2147 0.7682 0.7845
76 H -0.6637 1.8798 3.0616
77 H 1.8201 -1.2297 -5.4439
78 H -3.7599 1.7101 0.4269
79 H -3.1450 -2.5177 2.2910
80 H -2.6300 0.9427 -2.0576
81 H -4.5386 -1.4990 2.7031
82 H -1.4467 3.2662 -7.5704
83 H -1.7533 2.5302 1.1715
84 H 3.7940 0.0086 -0.7302
85 H -4.9422 -0.7447 -0.7641
86 H -4.5906 -3.4435 0.7014
87 H -4.7253 0.9355 3.2560

=====

# C54H48ClN6O2S2SbTi

C54H48ClN6O2S2SbTi as an isolated structure (wB97M-V/def2-TZVPD, OMol25).

Net charge   -2
Total energy   -133659.6109 eV

CARTESIAN COORDINATES (ANGSTROEM)
1 Sb 1.5996 2.1366 -1.0692
2 Ti -0.1542 -0.4677 -0.7421
3 Cl 0.2276 -2.9945 -4.2990
4 S -0.8304 0.3154 -2.7748
5 S -0.5260 -3.3218 1.4318
6 O -1.1510 1.5928 -0.5895
7 O 1.4692 -0.3200 0.3382
8 N -2.7695 -4.6551 2.0133
9 N -9.7166 -0.1542 -1.5045
10 N -2.1081 0.6761 1.2511
11 N -0.9753 -5.3465 3.1109
12 N 0.9869 -1.9944 -1.7405
13 N -0.9091 0.0625 1.3181
14 C -5.4029 -1.3071 0.2502
15 C -2.0621 -6.1204 3.6621
16 C 0.8929 -0.7682 2.6248
17 C -4.5298 -1.2854 -0.8514
18 C 1.7949 -0.7776 1.5148
19 C 4.4665 -0.9615 -2.5411
20 C -4.9298 2.9353 -1.8683
21 C 5.9386 1.5424 -0.5206
22 C 3.7660 2.5164 -0.9475
23 C 3.0799 -1.0418 -2.6010
24 C 3.4816 -1.7201 3.0012
25 C 2.5203 -3.9165 -0.1684
26 C 3.1669 -2.8642 -1.0172
27 C -0.4245 -0.2294 2.4753
28 C -3.4802 1.9684 -0.2154
29 C 2.3983 -1.9710 -1.7901
30 C 1.8436 2.7189 3.3094
31 C -3.6989 2.4173 -1.5167
32 C 6.5564 2.6435 -1.0896
33 C -3.2019 -5.8731 2.6583
34 C 1.0790 5.2860 -1.3428
35 C -2.1750 1.4019 0.1399
36 C 0.9501 6.4601 -3.4336
37 C 0.6596 3.3507 3.6522
38 C -5.9504 3.0207 -0.9314
39 C -1.9193 -1.4734 -0.7605
40 C 4.5586 1.4809 -0.4680
41 C -7.2499 -0.7240 -1.1840
42 C 1.1780 5.2706 -4.1061
43 C 1.3254 -1.2070 3.8755
44 C 0.2498 -5.1723 3.8317
45 C -8.5999 -0.4090 -1.3545
46 C 5.7800 3.6777 -1.5868
47 C -6.7374 -1.0306 0.0882
48 C -1.4341 -4.4457 2.1938
49 C 0.3882 -3.0724 -2.2435
50 C 0.8989 6.4641 -2.0504
51 C -3.1418 -1.4587 -0.7242
52 C -0.2357 3.7062 2.6567
53 C 0.0577 3.4452 1.3278
54 C 1.2376 2.7986 0.9759
55 C 2.6030 -1.6934 4.0738
56 C 4.5530 -2.7661 -0.9935
57 C 2.3707 -0.2001 -3.6149
58 C 4.3996 3.6134 -1.5091
59 C 1.3405 4.0965 -3.3938
60 C -4.5187 2.0186 0.7132
61 C -5.0515 -0.9923 -2.1259
62 C 2.1209 2.4359 1.9824
63 C 1.2941 4.0893 -2.0061
64 C 3.0956 -1.2526 1.7623
65 C 5.2111 -1.8080 -1.7399
66 C -5.7402 2.5527 0.3583
67 C -6.3813 -0.7161 -2.2911
68 H -4.3637 -0.9565 -2.9589
69 H 3.1101 -4.1102 0.7270
70 H 2.4332 -4.8530 -0.7224
71 H -0.6540 3.7196 0.5592
72 H -4.3384 1.6180 1.6995
73 H 3.0347 1.9158 1.7256
74 H 0.7182 7.3937 -1.5216
75 H -6.7796 -0.4797 -3.2692
76 H -1.1763 4.1758 2.9203
77 H 1.0521 5.3018 -0.2601
78 H -2.8975 2.3077 -2.2342
79 H 6.5329 0.7240 -0.1320
80 H -1.7848 -7.1776 3.7369
81 H 7.6371 2.6947 -1.1526
82 H 0.4320 3.5580 4.6926
83 H -1.0022 -0.0026 3.3804
84 H 0.6286 -1.1626 4.7057
85 H 0.0606 -4.8520 4.8623
86 H -4.1691 -5.7371 3.1518
87 H 0.8153 -6.1069 3.8449
88 H 1.5207 -3.6038 0.1236
89 H 6.2568 4.5384 -2.0410
90 H -5.1017 3.2795 -2.8791
91 H 3.7959 -1.2690 0.9397
92 H 2.5480 2.4323 4.0802
93 H 2.7886 0.8119 -3.6543
94 H 5.1111 -3.4385 -0.3482
95 H 2.4941 -0.6561 -4.5991
96 H -3.2865 -6.7051 1.9435
97 H 0.8257 -4.4026 3.3191
98 H 1.4975 3.1613 -3.9178
99 H -0.6783 -3.1593 -2.0338
100 H 0.9268 -4.0232 -2.2678
101 H 4.0777 0.5985 -0.0700
102 H 4.9786 -0.2076 -3.1261
103 H 4.4871 -2.1032 3.1305
104 H -5.0009 -1.5182 1.2333
105 H -6.9063 3.4542 -1.2023
106 H 1.2229 5.2625 -5.1871
107 H -6.5408 2.6072 1.0874
108 H 0.8125 7.3813 -3.9864
109 H 3.8011 4.4239 -1.8997
110 H -7.4109 -1.0399 0.9378
111 H -3.2116 -4.3004 1.1806
112 H 6.2888 -1.7180 -1.7046
113 H 2.9108 -2.0430 5.0530
114 H 1.2950 -0.1565 -3.4195
115 H -2.3275 -5.7598 4.6683

=====

# C36H52N5O2SbSi3V

C36H52N5O2SbSi3V as an isolated structure (wB97M-V/def2-TZVPD, OMol25).

<S²>   3.78
Total energy   -105582.6937 eV
Multiplicity   4

CARTESIAN COORDINATES (ANGSTROEM)
1 Sb -0.5568 1.9083 0.9362
2 V 0.3789 -0.6867 -0.2845
3 Si 1.8459 3.7438 -0.0301
4 Si 2.2910 2.6383 2.9578
5 Si -2.7640 -0.7374 0.8466
6 O 1.4250 -0.9813 -2.3332
7 O -2.3385 1.5135 -1.6981
8 N 0.6239 -1.7241 2.0315
9 N -1.2900 -4.5808 -1.6358
10 N 2.2513 -0.0933 0.4875
11 N -0.4542 0.1409 -1.8130
12 N 0.0147 -2.7341 -0.6801
13 C -2.3887 -5.2158 -0.8959
14 C 1.7380 2.2428 1.1768
15 C -0.2241 -1.5962 4.6575
16 C 0.4734 4.9979 0.2791
17 C 1.8922 1.2083 4.0957
18 C 2.6679 1.1690 0.6873
19 C 3.4387 4.7517 0.1105
20 C -4.0206 0.5506 1.3818
21 C -0.3962 -0.9104 2.3649
22 C -3.0451 -2.3047 1.8807
23 C 4.4624 -0.8807 0.0515
24 C -0.9730 -0.2425 1.1869
25 C 0.8337 -2.4250 4.3013
26 C 1.7077 3.0813 -1.7763
27 C 4.9155 0.4307 0.1551
28 C -3.2222 -1.2780 -0.8979
29 C -0.8381 -0.8274 3.6892
30 C 0.6533 0.2990 -5.3032
31 C -3.6872 -5.0535 -1.6731
32 C 4.1532 2.8559 3.1826
33 C -1.4127 1.0025 -2.3476
34 C -3.5243 -5.5716 -3.1007
35 C -0.6065 -3.6035 -1.1223
36 C -1.1232 1.7875 -6.0467
37 C 0.4670 -0.2460 -2.7712
38 C -1.0853 -4.9864 -3.0342
39 C 1.2229 -2.4475 2.9739
40 C 3.1188 -1.0868 0.2241
41 C -1.6746 1.8423 -4.7839
42 C 0.0387 1.0178 -6.3001
43 C -1.0676 1.1233 -3.7554
44 C -2.3868 -4.8372 -3.8086
45 C 0.1007 0.3383 -4.0115
46 C -1.3301 2.5689 2.8515
47 C 4.0342 1.4358 0.4842
48 C 1.5698 4.2522 3.5923
49 H 4.3046 4.2739 -0.3500
50 H -2.4096 -1.7629 -1.4390
51 H -3.8570 1.4863 0.8404
52 H 4.7111 1.9376 2.9972
53 H 2.6763 -2.0735 0.1465
54 H 3.2722 5.6879 -0.4290
55 H 2.0447 -3.0781 2.6482
56 H -3.9836 0.7455 2.4559
57 H -2.6277 -3.7736 -3.8889
58 H -2.2446 -5.2161 -4.8218
59 H 1.8286 4.3432 4.6509
60 H -2.5606 2.4316 -4.5801
61 H -2.3400 2.1628 2.8874
62 H 2.3484 1.3800 5.0744
63 H 4.3966 2.4430 0.6068
64 H 2.0175 5.1043 3.0752
65 H -2.2171 -3.0087 1.7456
66 H -3.5515 -0.4282 -1.4926
67 H -1.6654 -0.1725 3.9318
68 H 4.2992 3.1145 4.2361
69 H -4.0509 -1.9886 -0.8096
70 H 1.9552 3.8678 -2.4942
71 H 0.4474 1.0011 -7.3032
72 H -3.3056 -6.6453 -3.0756
73 H -5.0310 0.2094 1.1415
74 H 2.3125 0.2802 3.6955
75 H -0.7510 -6.0286 -3.0349
76 H -0.2916 -4.3699 -3.4524
77 H 0.3050 5.2055 1.3369
78 H -4.4548 -5.4517 -3.6562
79 H 5.1244 -1.7031 -0.1743
80 H 2.3810 2.2408 -1.9639
81 H 0.7732 5.9392 -0.1897
82 H 0.8288 1.0434 4.2439
83 H -2.4466 -4.7595 0.0907
84 H -1.5763 2.3405 -6.8598
85 H -4.4875 -5.5798 -1.1500
86 H 1.3422 -3.0397 5.0307
87 H -3.9498 -3.9925 -1.6942
88 H 5.9605 0.6651 -0.0041
89 H -0.4730 4.6977 -0.1700
90 H -3.1364 -2.1194 2.9513
91 H -0.7761 2.2383 3.7261
92 H -0.5612 -1.5509 5.6858
93 H 4.5959 3.6554 2.5878
94 H -2.1417 -6.2752 -0.7735
95 H 0.6915 2.7462 -1.9990
96 H -1.3973 3.6552 2.8437
97 H -3.9644 -2.7937 1.5458
98 H 0.4898 4.3351 3.5099
99 H 3.6931 5.0156 1.1384
100 H 1.5439 -0.2847 -5.5017

=====

# C22H30CsN3O3P

C22H30CsN3O3P as an isolated structure (wB97M-V/def2-TZVPD, OMol25).

Net charge   -1
Total energy   -43750.5444 eV

CARTESIAN COORDINATES (ANGSTROEM)
1 Cs 0.5989 0.9183 0.4680
2 P -3.3014 -1.2880 1.8056
3 O 0.0024 1.7475 2.7843
4 O -1.5125 3.2548 3.3808
5 O 1.9325 1.9616 -1.4923
6 N 2.1085 -0.5938 -2.0588
7 N 0.0831 -2.2375 -1.3157
8 N 3.1584 0.1885 -2.3318
9 C -3.0055 0.7452 3.7221
10 C 1.8803 -1.6076 -2.8139
11 C -3.3584 0.8838 -0.0329
12 C -1.3051 -4.1523 -1.7060
13 C -3.7959 -0.5296 3.4222
14 C 0.4323 -3.5918 -3.2432
15 C 4.1758 3.6023 -1.5020
16 C 2.9928 1.4459 -1.9171
17 C 6.4373 3.9913 -2.2248
18 C 5.3762 1.8736 -2.6557
19 C 5.2825 4.4339 -1.5932
20 C 2.6796 -1.9126 -4.0586
21 C -0.9219 2.4592 2.3766
22 C -0.6089 -4.4210 -2.8720
23 C -0.9102 -3.0442 -0.9699
24 C 0.7726 -2.4905 -2.4437
25 C -0.9763 3.1471 4.6923
26 C -4.2315 -0.1922 0.6190
27 C 4.2129 2.3154 -2.0288
28 C -5.9326 -2.5279 2.0336
29 C 6.4806 2.7082 -2.7561
30 C -4.4489 -2.7568 1.7524
31 H -4.6575 -0.8406 -0.1519
32 H 7.3798 2.3601 -3.2512
33 H -1.9320 0.5542 3.7294
34 H 3.1787 -2.8835 -3.9802
35 H -4.0432 -3.4881 2.4582
36 H 3.4298 -1.1376 -4.1816
37 H -4.8682 -0.3197 3.4241
38 H 2.0386 -1.9342 -4.9441
39 H -1.4266 -2.7816 -0.0487
40 H -2.8541 1.5018 0.7134
41 H 7.2998 4.6428 -2.3046
42 H -6.0970 -2.2215 3.0667
43 H -2.5906 0.4489 -0.6732
44 H -1.0682 2.1309 5.0837
45 H 0.9850 -3.7935 -4.1498
46 H -0.8736 -5.2713 -3.4890
47 H -3.1792 1.5122 2.9656
48 H -6.4990 -3.4468 1.8649
49 H 5.3942 0.8708 -3.0592
50 H -3.9696 1.5406 -0.6575
51 H -6.3461 -1.7559 1.3834
52 H -1.5360 3.8350 5.3264
53 H -3.6047 -1.2839 4.1930
54 H 0.0830 3.4120 4.7102
55 H -3.2906 1.1600 4.6917
56 H -4.3163 -3.1919 0.7576
57 H 3.2612 3.9350 -1.0287
58 H -5.0693 0.2758 1.1423
59 H -2.1248 -4.7760 -1.3735
60 H 5.2455 5.4326 -1.1748